The following is a DFT calculation (the ωB97M-V functional and the def2-TZVPD basis) of C33H23Cl6IMgN3O4 as an isolated structure.

Structure (ORCA input):
```
! wB97M-V def2-TZVPD RIJCOSX def2/J DEFGRID3
* xyz -1 1
Mg -0.024 -0.187 -0.710
O -2.232 -4.428 4.439
C -1.639 -3.162 4.699
C -1.192 -2.542 3.406
C -0.132 -1.660 3.384
C 0.200 -1.021 2.197
N -0.457 -1.262 1.069
C -1.471 -2.139 1.074
C -1.877 -2.797 2.219
C -2.138 -2.331 -0.248
C -3.278 -3.107 -0.407
C -3.871 -3.187 -1.661
C -5.125 -4.001 -1.848
O -5.020 -5.303 -1.295
C -3.286 -2.496 -2.712
C -2.147 -1.747 -2.469
N -1.587 -1.668 -1.271
H -2.579 -4.772 5.267
H -0.784 -3.251 5.375
H -2.367 -2.486 5.164
H 0.431 -1.423 4.275
H 1.006 -0.303 2.144
H -2.691 -3.504 2.216
H -3.718 -3.635 0.425
H -5.391 -4.039 -2.911
H -5.950 -3.522 -1.318
H -4.214 -5.710 -1.629
H -3.710 -2.524 -3.707
H -1.671 -1.171 -3.253
I 4.763 6.599 1.392
C 4.108 4.645 1.048
C 2.827 4.434 0.568
C 2.393 3.135 0.353
C 3.232 2.061 0.622
C 4.509 2.293 1.117
C 4.959 3.586 1.328
C 2.755 0.642 0.417
O 3.405 -0.298 0.866
O 1.672 0.532 -0.258
H 2.163 5.267 0.385
H 1.386 2.940 0.009
H 5.135 1.441 1.346
H 5.951 3.767 1.717
Cl -0.035 1.336 5.048
C 0.352 2.901 4.311
C 1.071 3.784 5.083
C 1.414 5.042 4.599
C 0.975 5.360 3.306
C 0.255 4.478 2.547
C -0.103 3.149 2.979
C -0.797 2.276 2.170
H 1.367 3.474 6.078
H 1.989 5.735 5.196
H 1.210 6.334 2.886
H -0.071 4.773 1.555
H -1.126 2.608 1.193
H -1.165 1.329 2.535
Cl 0.946 1.786 -3.317
C -0.666 2.196 -2.736
C -1.178 1.434 -1.708
C -2.468 1.775 -1.336
Cl -3.242 0.847 -0.061
C -3.207 2.806 -1.912
Cl -4.818 3.165 -1.408
C -2.622 3.557 -2.932
Cl -3.497 4.847 -3.672
C -1.332 3.248 -3.356
Cl -0.609 4.162 -4.632
N 2.495 -1.472 -2.779
C 1.513 -1.504 -2.169
H 3.377 -1.314 -3.216
*
```

As for the lowest unoccupied orbital energy: 1.4 eV. The HOMO-LUMO gap comes out at 3.531 eV. Its molar mass is 889.5 g/mol. Its highest occupied orbital energy is -0.0771 hartree.

These are the Löwdin partial charges, in e, on atoms 1 to 6:
1 Mg 0.496
2 O -0.060
3 C -0.199
4 C -0.166
5 C -0.007
6 C -0.068